Entry 1:
Here is C21H14Cl2F6N3O6S3Sr as an isolated structure at a distorted geometry from the OMol25 dataset. Energies are from ωB97M-V with the def2-TZVPD basis set.

The charge is -1. Its spin multiplicity is 1. The value obtained for the LUMO energy is 2.53 eV.

```
56
Properties=species:S:1:pos:R:3:forces:R:3
Sr -0.41962 -0.42399 0.28448 0.159 -1.068 0.060
F 0.19379 4.94466 1.07962 -0.005 0.012 -0.004
C 0.94693 3.98370 0.55296 0.018 -0.032 0.014
F 1.66077 3.41425 1.51854 -0.003 0.000 -0.001
F 1.77897 4.52656 -0.33632 -0.006 -0.006 0.001
S -0.11422 2.74345 -0.29966 -0.035 0.127 0.033
O 0.80374 1.70404 -0.71829 -0.041 0.112 -0.033
O -0.84512 3.46005 -1.29536 0.024 0.030 0.018
N -0.96287 2.19371 0.91804 -0.149 0.198 -0.029
S -2.54303 1.99056 0.81069 0.039 0.087 0.012
O -2.81954 0.87764 -0.06939 -0.007 0.060 0.053
O -3.33979 3.16964 0.73156 -0.011 -0.002 -0.009
C -2.78596 1.30502 2.51169 0.010 0.073 0.013
F -2.67991 2.26412 3.42732 0.014 -0.027 -0.006
F -1.87530 0.36115 2.77530 -0.044 -0.017 -0.064
F -3.99675 0.76656 2.58341 0.010 0.038 0.012
S 1.50571 -1.84162 2.11454 0.041 0.150 -0.004
C 2.04075 -2.48297 0.59217 0.049 0.038 -0.009
C 3.01554 -3.50059 0.51128 -0.024 -0.003 0.006
C 3.38988 -3.99456 -0.71586 0.000 0.007 -0.002
C 2.80117 -3.48866 -1.87506 0.006 -0.006 0.006
C 1.85326 -2.50010 -1.72390 -0.030 -0.035 0.008
N 1.48667 -2.00367 -0.54057 0.059 0.043 -0.019
H 3.44941 -3.87412 1.42860 -0.002 -0.001 -0.001
H 4.13578 -4.77869 -0.77877 -0.003 0.001 0.001
H 3.05808 -3.86122 -2.85657 -0.001 0.002 0.000
H 1.33958 -2.08606 -2.58498 0.001 0.001 0.001
Cl -0.33500 -5.49134 -1.14078 -0.039 0.022 -0.040
C -1.18816 -5.29984 0.35926 -0.047 -0.051 0.041
C -0.48295 -4.81421 1.44451 0.013 -0.029 -0.027
C -1.08908 -4.71354 2.68327 -0.019 -0.008 0.008
C -2.40366 -5.11819 2.83403 0.012 -0.007 -0.001
C -3.10202 -5.57536 1.73338 0.034 0.000 0.005
Cl -4.77824 -6.03128 1.93894 -0.005 0.001 0.006
C -2.53987 -5.65939 0.45452 0.045 0.024 0.047
N -3.28201 -6.11451 -0.62902 0.088 -0.167 -0.045
C -3.34300 -5.43875 -1.88455 -0.018 0.013 0.004
C -3.29612 -6.22024 -3.03606 0.034 -0.013 0.003
C -3.35102 -5.63909 -4.28919 0.001 0.019 0.002
C -3.42966 -4.25571 -4.39746 -0.008 -0.018 0.014
C -3.49160 -3.48270 -3.25192 0.011 0.012 -0.010
C -3.47688 -4.05294 -1.97978 -0.007 0.032 -0.002
C -3.63072 -3.16766 -0.77396 -0.040 0.004 -0.005
C -2.38110 -2.37073 -0.39163 0.007 -0.012 -0.034
O -1.64103 -1.94624 -1.31812 -0.019 0.135 0.004
O -2.19584 -2.12727 0.82751 -0.071 0.138 0.004
H 0.54448 -4.50956 1.30900 -0.006 -0.002 0.017
H -0.53562 -4.30447 3.51669 0.004 0.008 -0.007
H -2.90626 -5.05416 3.78905 -0.002 0.001 0.001
H -4.12598 -6.60024 -0.37271 -0.026 0.065 0.019
H -3.18068 -7.29122 -2.92423 -0.002 -0.001 0.004
H -3.30823 -6.25911 -5.17602 0.000 0.001 -0.001
H -3.44773 -3.78248 -5.37117 -0.001 -0.002 -0.001
H -3.55620 -2.40444 -3.32591 -0.003 -0.001 -0.002
H -3.97817 -3.71442 0.09898 -0.012 0.047 -0.038
H -4.38858 -2.40916 -0.99212 0.004 0.006 -0.021
```
Forces are in eV/Å.

***

Entry 2:
Here is C21H14Cl5CoIN4O3 as an isolated structure from the OMol25 dataset. Energies are from ωB97M-V with the def2-TZVPD basis set.

The charge is +1. Its spin multiplicity is 1. The value obtained for the LUMO energy is -4.52 eV.

```
49
Properties=species:S:1:pos:R:3:forces:R:3
Co 0.96921 0.67665 0.73897 0.082 -0.025 0.053
O -1.70242 4.07606 0.29003 -0.003 0.003 -0.003
C -2.19983 4.04330 1.54812 0.015 0.003 0.004
C -3.11553 5.00226 1.97444 -0.006 -0.005 0.003
C -3.64561 4.95274 3.24784 -0.003 0.001 -0.001
C -3.27900 3.93872 4.12757 0.000 -0.001 0.003
C -2.37627 2.98610 3.71202 0.011 -0.004 -0.012
C -1.81379 3.01999 2.42790 0.023 0.022 0.017
C -0.85338 1.97991 2.05815 -0.106 0.002 -0.110
O -0.05652 2.16495 1.04603 -0.004 0.007 0.024
N -0.81721 0.86661 2.77662 0.019 -0.043 0.069
N 0.14774 0.08207 2.25672 0.040 0.059 -0.070
C 0.56141 -1.02090 2.75627 -0.019 -0.003 0.039
C 1.61050 -1.67729 1.97594 0.001 0.000 -0.001
C 2.16909 -2.89545 2.28718 0.005 -0.002 -0.011
C 3.16354 -3.40322 1.45261 0.003 -0.016 0.016
C 3.55806 -2.67856 0.34751 -0.012 0.018 0.003
C 2.95050 -1.45353 0.09217 0.015 -0.020 0.001
N 2.00710 -0.96675 0.88798 -0.023 0.003 -0.023
H -2.09411 4.82070 -0.18058 0.001 -0.001 -0.001
H -3.41122 5.78933 1.29003 0.001 0.000 0.000
H -4.35318 5.71079 3.55685 0.001 -0.001 0.001
H -3.69427 3.89964 5.12429 0.000 0.000 0.000
H -2.07516 2.19035 4.37798 0.002 -0.004 0.001
H 0.15033 -1.41638 3.67703 0.002 -0.006 -0.006
H 1.83508 -3.43752 3.16065 0.000 0.001 0.000
H 3.61897 -4.35907 1.67407 -0.002 0.001 0.001
H 4.32206 -3.03877 -0.32558 0.003 0.002 -0.003
H 3.20955 -0.87029 -0.77768 0.005 0.006 -0.023
Cl -1.96109 -1.60666 0.60723 -0.007 -0.004 0.015
C -0.13998 -0.00758 -0.60556 -0.090 -0.014 -0.005
C -1.25355 -0.81229 -0.74462 0.033 0.005 -0.028
C -1.80825 -0.98047 -2.02020 0.038 0.044 -0.092
Cl -3.21716 -1.93466 -2.21224 0.006 0.011 -0.017
C -1.23371 -0.36111 -3.14014 -0.081 -0.091 0.035
Cl -1.90498 -0.59817 -4.70058 0.013 0.021 0.052
C -0.10957 0.44928 -2.99405 0.063 0.022 0.008
Cl 0.63232 1.25635 -4.30933 -0.024 0.007 0.007
C 0.39235 0.58581 -1.71735 -0.034 -0.028 0.018
Cl 1.80655 1.54365 -1.31017 0.028 0.018 0.000
N 1.56895 -2.07507 -4.87667 0.012 -0.008 -0.003
C 1.88345 -2.38424 -3.60591 0.024 0.007 0.003
O 2.35894 -1.57395 -2.82245 -0.012 -0.007 0.018
C 1.66171 -3.82195 -3.19047 0.009 0.021 -0.004
I -0.39600 -4.36784 -3.29132 -0.018 0.006 0.036
H 1.68412 -1.12418 -5.18653 -0.011 0.002 0.005
H 1.07243 -2.72083 -5.46597 -0.001 0.002 -0.006
H 1.97521 -3.93850 -2.16004 0.006 -0.009 -0.007
H 2.20265 -4.51002 -3.83476 -0.004 -0.004 -0.003
```
Forces are in eV/Å.

***

Entry 3:
Here is C21H14Co2O10 as an isolated structure at a distorted geometry from the OMol25 dataset. Energies are from ωB97M-V with the def2-TZVPD basis set.

The charge is -2. Its spin multiplicity is 1. The value obtained for the LUMO energy is 4.46 eV.

```
47
Properties=species:S:1:pos:R:3:forces:R:3
O -0.18099 -2.59244 2.04550 -0.893 -1.090 0.658
C 0.12121 -1.97359 1.11592 3.330 2.068 -0.175
Co 0.92825 -1.05523 -0.21811 -1.413 -0.796 -0.353
C 0.17923 -1.74259 -1.66075 1.895 0.366 0.061
O -0.09961 -2.32389 -2.61897 -0.622 -0.638 -0.635
C -1.55113 0.34623 -1.42146 2.091 0.811 -0.739
O -2.15225 -0.16867 -2.33262 -0.748 0.118 0.267
C 2.01910 0.60120 -0.79168 -1.157 -0.310 -1.021
C 3.24818 0.02934 -1.31195 -0.790 0.210 -0.106
C 4.03476 -0.78502 -0.46476 0.072 -0.208 -0.209
C 5.10980 -1.50862 -0.98268 -0.291 0.340 -0.124
C 5.44870 -1.38698 -2.33475 -0.006 0.084 -0.073
C 4.72522 -0.51063 -3.15791 -0.046 0.066 0.268
C 3.64237 0.21044 -2.65512 0.259 -0.474 0.077
C 0.75842 1.08600 -0.85384 2.250 -2.966 -0.703
C -0.45562 1.37238 -1.59162 -0.499 0.922 -1.900
Co 1.62247 1.77765 0.58211 0.132 3.925 3.759
C 1.21588 0.95011 2.12770 -0.095 -1.057 0.592
O 0.94936 0.46831 3.14665 0.089 0.493 -0.259
C 0.67465 3.26072 0.68084 0.310 0.066 0.212
O 0.14577 4.28303 0.76847 -0.238 0.061 -0.111
C 3.15853 2.60749 0.68424 0.424 -0.359 -0.092
O 4.18983 3.13172 0.70137 0.168 0.196 0.039
H 3.75542 -0.87592 0.59024 -0.006 0.097 -0.412
H 5.66885 -2.17281 -0.32283 -0.053 0.122 -0.185
H 6.27787 -1.96659 -2.74502 -0.184 0.153 0.071
H 5.00080 -0.39003 -4.20550 0.025 -0.061 0.163
H 3.07410 0.90042 -3.28534 0.149 -0.333 0.196
H -0.88349 2.33418 -1.25115 0.133 -0.350 -0.259
H -0.25000 1.46700 -2.67528 -0.162 -0.126 0.262
C -3.30874 -0.51162 2.87024 -0.087 -0.003 0.083
C -4.12007 -0.41029 1.59028 0.412 -0.341 -1.219
C -5.60251 -0.68805 1.81081 0.168 0.141 -0.180
O -4.00598 0.90466 1.00050 -0.519 -0.275 0.613
C -2.84242 1.25941 0.41085 1.001 0.661 -0.531
O -2.59890 2.42238 0.17243 -0.939 -0.933 0.511
C -1.85516 0.15888 0.02961 -1.912 -0.637 1.643
C -2.39687 -1.24299 0.17028 2.262 -2.696 -0.874
O -1.72659 -2.23336 -0.13469 -3.975 2.206 0.556
O -3.65991 -1.40246 0.61157 -1.087 0.649 1.309
H -2.23818 -0.33693 2.70728 -0.202 -0.112 0.016
H -3.68382 0.22501 3.59111 0.098 -0.094 -0.159
H -3.45498 -1.51602 3.28548 0.195 0.203 -0.091
H -6.14245 -0.62016 0.86201 0.150 0.000 0.116
H -5.73294 -1.69245 2.22355 0.111 0.139 -0.081
H -6.02170 0.04076 2.51107 0.131 -0.058 -0.096
H -0.98446 0.27002 0.72592 0.067 -0.179 -0.882
```
Forces are in eV/Å.

***

Entry 4:
Here is C21H14F4NO7S4 as an isolated structure at a distorted geometry from the OMol25 dataset. Energies are from ωB97M-V with the def2-TZVPD basis set.

The charge is -1. Its spin multiplicity is 1. The value obtained for the LUMO energy is 0.29 eV.

```
51
Properties=species:S:1:pos:R:3:forces:R:3
F 3.44424 -1.33941 -0.62382 0.012 0.019 -0.100
C 2.37958 -1.34102 0.20635 3.067 1.347 -1.853
S 3.06946 -0.84293 1.86687 -1.092 1.139 2.214
C 1.71352 0.00889 2.76468 0.884 -0.095 -0.498
C 0.73865 -0.74100 3.38594 -0.610 -0.110 0.240
C -0.36438 -0.09415 3.96289 0.256 0.442 0.165
C -0.41160 1.30442 3.97707 -0.405 -0.519 -0.360
C 0.56662 2.04844 3.32293 0.654 -0.725 0.027
C 1.65722 1.40255 2.73772 -0.392 0.322 0.581
O 3.31123 -2.10478 2.53876 -0.027 0.468 -0.686
O 4.13560 0.09382 1.66119 0.135 -0.246 -0.269
S 1.11915 0.40188 -0.61745 -0.758 3.087 1.221
C 1.27011 1.34464 -2.20933 0.281 -0.766 0.097
C 0.21233 2.13070 -2.66367 0.210 0.063 -0.325
C 0.43808 2.95989 -3.78212 0.267 -0.433 0.557
C 1.69593 2.92280 -4.41446 -0.274 0.125 0.242
C 2.75241 2.15409 -3.90781 -0.123 0.010 0.096
C 2.53855 1.37537 -2.76182 0.187 0.150 -0.448
O -0.31739 0.32764 -0.37829 1.117 -0.365 0.382
O 1.76983 1.36788 0.27289 0.632 -0.146 -0.685
H 0.80874 -1.81875 3.41547 -0.064 0.002 -0.175
H -1.20606 -0.66845 4.35988 0.505 0.107 -0.047
H -1.26483 1.80648 4.43855 0.213 -0.128 -0.175
H 0.49599 3.11606 3.21782 -0.033 0.265 0.217
H 2.42455 2.00379 2.27820 0.050 -0.255 -0.069
H -0.73814 2.10766 -2.12886 0.231 -0.062 -0.240
H -0.36230 3.64338 -4.11610 0.569 -0.528 0.057
H 1.85231 3.54233 -5.29486 0.043 -0.105 0.128
H 3.74176 2.17764 -4.39499 -0.634 -0.011 0.314
H 3.34383 0.81581 -2.27195 -0.266 0.185 -0.387
F 2.40528 -4.93679 -0.43071 -0.888 0.087 0.208
C 1.13497 -4.51650 -0.26850 0.989 0.212 -0.398
F 0.47007 -4.71429 -1.41376 0.697 0.545 1.586
F 0.55223 -5.21767 0.72956 0.701 1.501 -1.285
S 1.23724 -2.44659 0.23477 -4.327 -4.292 0.634
N -1.17190 -2.40900 -0.54907 0.661 -0.311 -1.301
C -1.44001 -1.42579 -1.50258 -0.168 -1.985 1.274
O -0.74804 -1.14003 -2.47204 -0.743 -0.586 0.118
C -2.69223 -0.72806 -1.05719 -0.495 0.923 0.012
C -3.01538 -1.03779 0.25699 -0.292 0.929 0.781
C -3.74294 -0.14791 1.06269 -0.020 -0.067 -0.770
C -4.25063 1.01937 0.45738 0.342 -0.526 0.080
C -4.01221 1.26390 -0.90298 -0.080 -0.329 -0.091
C -3.26956 0.37644 -1.68510 0.097 -0.325 0.643
S -2.01842 -2.43931 0.78288 -1.932 0.561 -1.920
O -2.82448 -3.65016 0.84380 0.435 0.476 0.401
O -1.33129 -2.05185 1.98694 0.348 -0.307 0.211
H -3.83563 -0.33345 2.13525 -0.135 0.031 -0.368
H -4.82312 1.73850 1.04720 0.260 -0.168 -0.154
H -4.35969 2.18444 -1.35299 -0.224 0.003 0.007
H -3.07924 0.50687 -2.74423 0.138 0.390 0.110
```
Forces are in eV/Å.

***

Entry 5:
Here is C21H14F7N6O10RhS2 as an isolated structure from the OMol25 dataset. Energies are from ωB97M-V with the def2-TZVPD basis set.

Its spin multiplicity is 1. The value obtained for the LUMO energy is -1.75 eV.

```
61
Properties=species:S:1:pos:R:3:forces:R:3
Rh 0.78794 -0.58770 -0.46573 0.393 -0.124 -0.280
O -3.82710 -2.18474 1.71044 -0.005 0.022 0.077
C -4.16904 -1.10387 0.99066 -0.095 0.044 -0.008
C -5.50436 -0.70073 1.05334 0.030 -0.031 -0.063
C -5.93370 0.39932 0.34742 -0.022 -0.014 0.017
C -5.05026 1.13734 -0.44406 0.037 -0.020 0.027
C -3.73429 0.74902 -0.51231 -0.011 0.017 -0.019
C -3.26891 -0.37111 0.19519 0.045 -0.069 -0.039
C -1.85026 -0.71175 0.08902 -0.117 0.132 0.072
O -1.11864 -0.02269 -0.72097 -0.032 -0.193 0.270
N -1.38803 -1.69454 0.87518 0.118 -0.002 -0.069
N -0.05141 -1.83536 0.73559 0.036 0.137 -0.172
C 0.71471 -2.57687 1.43915 0.069 -0.080 0.002
C 2.14783 -2.45652 1.14395 -0.091 -0.103 -0.035
C 3.12199 -3.16746 1.81464 0.061 0.000 -0.075
C 4.44845 -2.98798 1.44064 -0.006 -0.018 0.044
C 4.76111 -2.10260 0.42666 0.004 0.005 -0.005
C 3.73605 -1.40134 -0.18984 -0.031 0.010 -0.025
N 2.46953 -1.58859 0.15422 -0.077 0.202 0.066
H -2.86081 -2.31481 1.62628 0.013 -0.033 -0.055
H -6.17576 -1.26923 1.68173 0.000 0.004 0.002
H -6.97192 0.69860 0.41638 0.005 0.002 0.004
H -5.39353 2.00547 -0.98861 -0.001 0.002 0.000
H -3.02398 1.30198 -1.11140 -0.001 0.002 -0.004
H 0.32757 -3.23050 2.20981 -0.017 0.039 0.033
H 2.84570 -3.84555 2.60922 -0.008 0.000 0.003
H 5.22967 -3.53796 1.94787 0.007 0.012 -0.004
H 5.78214 -1.93188 0.11956 -0.001 -0.001 -0.002
H 3.91896 -0.66271 -0.95844 0.011 0.000 0.005
F -2.97109 3.24902 2.38248 -0.004 0.034 -0.009
C -2.11377 2.33111 2.82863 -0.004 -0.063 0.019
C -0.79856 2.54403 2.82531 0.008 0.025 0.029
N 0.10298 1.61212 3.30749 -0.046 0.026 -0.017
C 1.50563 1.75128 2.96376 0.149 -0.027 0.151
C 1.86219 1.07953 1.63786 -0.114 -0.139 -0.147
O 2.98763 1.06403 1.19922 0.036 0.042 0.070
O 0.79388 0.53323 1.12242 -0.286 -0.044 -0.201
C -0.31856 0.34883 3.67256 0.032 -0.074 0.091
O 0.45022 -0.56231 3.91716 -0.032 0.050 0.011
N -1.68575 0.20072 3.76055 -0.035 0.042 -0.043
C -2.68001 1.08364 3.33425 0.013 0.020 0.007
O -3.85126 0.80515 3.39514 0.007 0.031 0.066
H -0.37902 3.46718 2.45078 -0.010 0.000 -0.010
H 2.11316 1.27232 3.72921 -0.014 0.040 0.015
H 1.76712 2.80687 2.93051 0.011 -0.002 -0.053
H -2.00757 -0.70635 4.06710 -0.004 -0.035 -0.025
F -0.28571 0.63526 -5.09988 0.008 0.000 -0.006
C -0.38438 0.50399 -3.78490 0.067 0.034 -0.037
F -0.75322 1.65093 -3.24711 -0.011 0.004 0.027
F -1.28611 -0.42881 -3.51660 -0.030 -0.025 0.003
S 1.29288 -0.03499 -3.09585 -0.060 0.373 0.157
O 1.52297 0.79840 -1.89042 0.034 0.101 -0.086
O 1.07464 -1.41448 -2.65158 -0.088 -0.090 0.204
N 2.33956 0.11913 -4.18994 -0.005 0.053 0.108
S 2.88823 1.61714 -4.54498 0.069 -0.322 -0.110
O 4.18834 1.81661 -3.99916 0.003 0.022 0.031
O 1.86855 2.61087 -4.40929 0.016 -0.057 -0.005
C 3.14410 1.34775 -6.35128 0.009 0.060 -0.023
F 3.63698 2.47313 -6.86295 -0.012 -0.013 -0.005
F 4.00746 0.36046 -6.55914 0.004 -0.011 0.017
F 1.99884 1.05897 -6.95695 -0.025 0.004 0.006
```
Forces are in eV/Å.

***

- Number 5 is which compound?
  C21H14F7N6O10RhS2